No. 1
This record from the OMol25 dataset describes 8 unconnected molecules or ions with the total composition C45H112N8O. The level of theory is ωB97M-V with the def2-TZVPD basis set.

Geometry as XYZ:
```
166
C45H112N8O (ωB97M-V with the def2-TZVPD basis set)
C -1.67201 -2.26194 0.30325
C -1.40240 -0.78685 0.07235
N -0.53056 -0.13177 0.99812
C 0.93548 -0.31345 0.83457
C 1.72600 -0.23843 2.21991
C -0.74945 1.30742 1.32842
C -0.66140 2.05828 -0.01434
H -2.18764 -2.70238 -0.55011
H -2.13464 -2.52253 1.25517
H -0.75694 -2.78917 0.57305
H -1.16717 -0.66906 -0.98543
H -2.38180 -0.33278 0.22299
H 0.94915 -1.35587 0.51634
H 1.42962 0.10445 -0.04252
H 1.34588 -0.94519 2.95755
H 2.76884 -0.51912 2.07226
H 1.74096 0.78070 2.60623
H 0.03664 1.63583 2.00835
H -1.68049 1.60391 1.81150
H 0.13951 1.74910 -0.68595
H -0.36973 3.06530 0.28388
H -1.58551 2.15051 -0.58497
C -5.31175 -1.20393 -4.91530
C -3.97787 -1.23720 -4.17339
N -2.83520 -0.58654 -4.78034
C -1.75503 -0.27029 -3.78470
C -0.66572 0.69507 -4.41346
C -2.34555 -1.15440 -6.01481
C -1.62528 -2.49772 -5.89284
H -5.24491 -1.76037 -5.85019
H -5.46199 -0.12515 -4.95726
H -6.16188 -1.56837 -4.33860
H -4.11254 -0.86201 -3.15890
H -3.68228 -2.26947 -3.98588
H -2.14671 0.19600 -2.88068
H -1.21324 -1.08850 -3.31023
H -0.27761 0.25144 -5.33034
H -1.13827 1.61551 -4.75640
H 0.11974 0.96355 -3.70701
H -1.57741 -0.60136 -6.55536
H -3.09855 -1.17807 -6.80255
H -2.24969 -3.18694 -5.32436
H -0.68316 -2.39011 -5.35532
H -1.34309 -3.05829 -6.78404
C 0.44072 -5.82628 5.06820
C -0.78269 -5.07043 4.42444
N -1.91589 -6.05977 4.08454
C -2.91742 -5.14477 3.42291
C -4.02588 -5.98284 2.72726
C -2.33045 -6.85619 5.19526
C -2.74054 -6.09766 6.40370
H 0.75838 -6.57687 4.34446
H 0.31121 -6.33192 6.02509
H 1.26163 -5.10944 5.04976
H -1.02718 -4.25357 5.10346
H -0.32915 -4.64265 3.53034
H -3.44994 -4.64058 4.22933
H -2.50572 -4.49470 2.65089
H -3.47880 -6.64969 2.06084
H -4.67436 -6.54425 3.39987
H -4.56434 -5.24321 2.13472
H -1.45842 -7.46852 5.42484
H -3.18607 -7.41586 4.81738
H -2.03543 -5.40077 6.85675
H -2.93093 -6.75744 7.25019
H -3.67847 -5.54762 6.32717
C 8.78282 1.66747 4.26947
C 7.64405 1.79438 3.33947
N 6.38380 2.30614 3.93057
C 5.44534 2.88139 2.91112
C 4.46070 1.81669 2.26763
C 6.57645 3.23607 5.11619
C 5.51083 2.96618 6.17439
H 9.41630 0.85962 3.90317
H 8.61191 1.34529 5.29665
H 9.38638 2.57099 4.18298
H 8.04644 2.50931 2.62180
H 7.46815 0.92435 2.70685
H 6.13006 3.13193 2.10089
H 4.93308 3.80742 3.17219
H 3.90461 2.07984 1.36784
H 3.75643 1.60224 3.07144
H 4.97237 0.87789 2.05559
H 7.48027 2.91268 5.63255
H 6.78838 4.27460 4.86192
H 4.52258 3.21260 5.78614
H 5.39340 1.89832 6.35866
H 5.73840 3.42874 7.13479
C -6.65757 -2.78515 -0.97098
C -5.45139 -3.65809 -1.30549
N -5.85061 -4.87590 -2.04061
C -6.99869 -5.71356 -1.65104
C -8.27803 -5.34069 -2.52797
C -4.59661 -5.67312 -2.37847
C -3.70235 -4.96804 -3.45278
H -7.12869 -2.59947 -1.93620
H -6.38771 -1.83691 -0.50607
H -7.34879 -3.21569 -0.24644
H -4.87068 -3.06063 -2.00828
H -4.91310 -3.71499 -0.35939
H -6.74223 -6.77271 -1.62830
H -7.27597 -5.43271 -0.63500
H -9.21474 -5.69202 -2.09524
H -8.37486 -4.28954 -2.79963
H -8.33075 -5.95654 -3.42577
H -5.07794 -6.59532 -2.70401
H -3.97970 -5.83578 -1.49470
H -3.14188 -4.12259 -3.05381
H -4.40650 -4.75045 -4.25583
H -3.02713 -5.76968 -3.75206
C -0.88048 9.10409 -3.13168
C 0.04826 7.85411 -2.88683
N 0.77904 7.94625 -1.59312
C 1.36961 6.66286 -1.23504
C 0.31577 5.67620 -0.72179
C 1.87060 8.91152 -1.53348
C 2.86264 8.63377 -2.60028
H -1.65934 9.09073 -2.36925
H -1.30346 9.23099 -4.12822
H -0.36518 10.06021 -3.04004
H -0.63768 7.00771 -2.92145
H 0.57615 7.52535 -3.78200
H 1.77290 6.28655 -2.17518
H 2.19017 6.76188 -0.52444
H 0.60035 5.09809 0.15736
H -0.60300 6.19336 -0.44520
H 0.12283 4.97914 -1.53726
H 2.42400 9.13672 -0.62182
H 1.49933 9.89028 -1.83725
H 3.27230 7.62525 -2.54401
H 3.70562 9.32463 -2.61425
H 2.40649 8.84568 -3.56730
C 6.25273 0.47897 -4.68372
C 5.18360 0.11658 -3.57385
N 4.59007 1.36602 -2.98953
C 3.46585 1.86085 -3.77477
C 2.60578 2.69877 -2.82801
C 5.47736 2.38268 -2.47383
C 6.23979 1.71050 -1.27538
H 7.21709 0.37413 -4.18660
H 6.05415 1.46446 -5.10497
H 6.37361 -0.35127 -5.37955
H 4.34156 -0.44361 -3.98036
H 5.54861 -0.43404 -2.70686
H 3.75889 2.46007 -4.63684
H 2.88944 1.02917 -4.17996
H 1.78128 3.01518 -3.46690
H 2.08222 1.98774 -2.18893
H 2.98876 3.61641 -2.38148
H 5.18069 3.34991 -2.06817
H 6.10378 2.81783 -3.25251
H 5.57152 1.13651 -0.63346
H 6.70649 2.54645 -0.75435
H 7.02423 1.08848 -1.70650
C -1.12951 -1.25447 4.68597
O -0.38378 -1.69184 5.55561
N -2.24308 -0.53797 4.98656
C -3.18454 -0.14754 3.96375
C -2.64664 0.01388 6.26231
H -1.07936 -1.63288 3.65325
H -4.17145 -0.58963 4.10041
H -2.84466 -0.59790 3.03115
H -3.27040 0.93696 3.89613
H -2.58339 1.10040 6.20264
H -3.56936 -0.32851 6.73079
H -2.03970 -0.28698 7.11623
```

As for the total charge: 0. The molar mass is 781.446 g mol⁻¹. The value obtained for the HOMO-LUMO gap is 8.562 eV. The relative energy (zero: lowest compared OMol25 entry of this formula, charge and spin) comes out at 7.905 eV. The calculation puts the HOMO energy at -0.2954 hartree. Its LUMO energy is 0.523 eV.

***

No. 2
This record from the OMol25 dataset describes 10 unconnected molecules or ions with the total composition C45H115N5O15. The level of theory is ωB97M-V with the def2-TZVPD basis set.

Geometry as XYZ:
```
180
C45H115N5O15 (ωB97M-V with the def2-TZVPD basis set)
C 4.02848 -0.49470 7.59012
O 4.53887 -0.65248 6.30364
C 3.51786 -0.92066 5.35015
C 4.16480 -1.12302 3.99035
N 4.39489 -2.52321 3.64763
C 5.00402 -2.68581 2.33765
C 4.04088 -2.34884 1.22694
O 4.58789 -2.66580 -0.04235
C 3.59742 -3.23743 -0.87795
H 3.32898 -1.27787 7.91143
H 3.44754 0.44092 7.68106
H 4.86663 -0.42106 8.27932
H 2.78613 -0.10723 5.29059
H 2.99656 -1.82372 5.69499
H 5.11196 -0.56365 4.00499
H 3.48711 -0.70817 3.24266
H 4.96279 -2.94783 4.36952
H 5.28011 -3.74007 2.26167
H 5.93343 -2.10457 2.21281
H 3.71953 -1.29728 1.22168
H 3.11434 -2.91669 1.40371
H 2.78899 -2.50931 -1.01040
H 3.22456 -4.18139 -0.47530
H 4.07006 -3.37179 -1.85021
C -6.23813 -3.31212 -8.45998
O -6.29330 -3.76740 -7.12177
C -5.06932 -4.27187 -6.65700
C -3.98718 -3.22738 -6.49706
N -4.46062 -2.02273 -5.84054
C -3.49335 -1.37948 -4.96620
C -4.03855 -0.07219 -4.43171
O -4.82720 -0.32866 -3.26803
C -5.93393 0.53010 -3.13065
H -5.45726 -2.57830 -8.64772
H -7.21929 -2.89841 -8.69296
H -6.14059 -4.17308 -9.13882
H -4.70722 -5.08529 -7.30221
H -5.24400 -4.74280 -5.68304
H -3.63551 -2.97664 -7.51342
H -3.08394 -3.66369 -6.04952
H -5.29649 -2.23734 -5.30721
H -2.54409 -1.17074 -5.47049
H -3.19076 -2.03570 -4.13542
H -4.61309 0.43287 -5.20909
H -3.19198 0.55083 -4.11313
H -6.64574 0.40602 -3.95072
H -5.61585 1.58065 -3.07798
H -6.42855 0.33520 -2.18006
C 4.06220 5.18493 2.73161
O 4.48298 4.10700 3.54112
C 3.56476 3.73204 4.54721
C 2.69415 2.54037 4.20525
N 1.85142 2.79738 3.04371
C 1.06164 1.64934 2.63715
C 0.01820 1.26455 3.64424
O -0.81611 0.29567 3.06935
C -1.79573 -0.16418 3.96227
H 3.09640 5.00494 2.25273
H 4.83153 5.36229 1.98634
H 3.93100 6.08541 3.34822
H 2.95293 4.60249 4.82604
H 4.12700 3.51702 5.46272
H 2.03623 2.46230 5.07669
H 3.30786 1.64369 4.04809
H 2.44516 3.09798 2.28184
H 1.71484 0.77714 2.42429
H 0.60629 1.84146 1.66202
H -0.57541 2.16012 3.89552
H 0.48932 0.95255 4.58666
H -2.53345 0.62555 4.15697
H -1.38012 -0.52904 4.90742
H -2.31358 -1.01767 3.52300
C -0.92744 7.80361 -6.04859
O 0.45577 7.62283 -5.85205
C 1.04937 8.76086 -5.25604
C 2.46543 8.47327 -4.79017
N 2.58059 7.54689 -3.67330
C 2.42798 6.14199 -4.01369
C 2.75976 5.28062 -2.81899
O 1.67796 5.38550 -1.90486
C 1.63004 4.33464 -0.95756
H -1.44470 7.96624 -5.09116
H -1.34967 6.89331 -6.46812
H -1.11453 8.66679 -6.69684
H 0.45727 9.08466 -4.39095
H 1.09540 9.55748 -6.01606
H 2.84211 9.45042 -4.46577
H 3.13668 8.11809 -5.57208
H 1.94197 7.80903 -2.93240
H 3.08855 5.89997 -4.85016
H 1.40850 5.89081 -4.33335
H 3.69728 5.64119 -2.37155
H 2.93093 4.22091 -3.05328
H 0.98466 4.69035 -0.15771
H 2.59008 4.11006 -0.47682
H 1.28017 3.41684 -1.44298
C 0.77267 -2.90182 3.38353
O -0.00951 -3.32517 4.48160
C 0.65301 -3.13290 5.70654
C -0.16268 -3.82097 6.77588
N -1.39704 -3.06905 7.04488
C -2.11000 -3.56395 8.23453
C -3.00953 -4.77456 8.01499
O -2.23979 -5.95810 8.02579
C -3.03731 -7.11321 8.12685
H 1.15354 -1.88046 3.53304
H 0.14925 -3.02452 2.50743
H 1.71517 -3.47237 3.34129
H 0.75516 -2.05933 5.92698
H 1.67002 -3.55146 5.66389
H 0.35466 -4.08528 7.69622
H -0.40858 -4.80021 6.33191
H -1.99760 -3.25415 6.24688
H -2.76013 -2.74358 8.55965
H -1.38961 -3.73982 9.03303
H -3.48499 -4.63813 7.03335
H -3.74428 -4.81442 8.82758
H -3.56382 -7.19817 9.08693
H -2.40220 -7.98122 7.97549
H -3.82893 -7.11356 7.36219
C -3.75258 -3.12465 0.83585
C -4.56432 -2.38681 -0.19550
C -5.27507 -1.17646 0.43859
O -3.72645 -2.00187 -1.26025
H -3.33287 -4.05815 0.43002
H -4.35283 -3.50026 1.66652
H -2.87428 -2.57614 1.18205
H -5.37408 -3.05419 -0.52956
H -6.19856 -1.48371 0.93523
H -5.45620 -0.36790 -0.26691
H -4.67624 -0.77844 1.26673
H -4.15485 -1.31580 -1.79226
C 0.23813 -1.20448 0.34244
C 0.44386 -0.82357 -1.10077
C -0.81872 -0.44641 -1.85634
O 1.35893 0.31900 -1.11459
H 1.15570 -1.64802 0.73540
H -0.47960 -2.03031 0.40091
H -0.11046 -0.37683 0.95456
H 0.91871 -1.64210 -1.65585
H -1.41846 0.24716 -1.25497
H -1.45021 -1.33962 -1.81908
H -0.67348 -0.06692 -2.86609
H 1.16784 0.76069 -1.94790
C 0.83281 -4.59569 -3.85228
C -0.63177 -4.92672 -4.03104
C -1.46358 -4.10420 -3.06962
O -1.10319 -4.61626 -5.34164
H 1.00734 -3.57249 -4.19099
H 1.48361 -5.25873 -4.42943
H 1.10182 -4.71161 -2.80212
H -0.82741 -5.97624 -3.77421
H -1.17402 -3.05568 -3.17320
H -1.32832 -4.46790 -2.05259
H -2.52202 -4.12584 -3.32899
H -0.40883 -4.79312 -5.98210
C 4.60809 1.53299 -1.93847
C 4.52699 1.00218 -0.52028
C 5.80903 1.10814 0.26744
O 3.52239 1.77706 0.19066
H 4.67116 2.62237 -1.90923
H 3.66278 1.31107 -2.44499
H 5.41756 1.08910 -2.51614
H 4.14062 -0.01968 -0.50091
H 5.84421 0.32056 1.02365
H 5.89927 2.06524 0.78075
H 6.68935 0.98252 -0.36618
H 2.70021 1.39089 -0.13931
C -3.32968 3.41169 -2.33036
C -1.82234 3.50424 -2.23629
C -1.14000 3.78893 -3.56216
O -1.45476 4.48561 -1.25603
H -3.59835 2.73004 -3.13933
H -3.79389 4.39207 -2.43529
H -3.72786 2.98926 -1.40391
H -1.42684 2.55566 -1.84325
H -1.30729 3.02274 -4.31313
H -0.07005 3.96399 -3.40652
H -1.47572 4.77991 -3.89973
H -0.74424 5.02025 -1.62736
```

As for the total charge: 0. The molar mass is 966.435 g mol⁻¹. The value obtained for the HOMO-LUMO gap is 9.058 eV. The relative energy (zero: lowest compared OMol25 entry of this formula, charge and spin) comes out at 1.767 eV. The calculation puts the HOMO energy at -0.3148 hartree. Its LUMO energy is 0.492 eV.